# 1
{
  "formula": "C30H50CsNO2P3S2",
  "method": "wB97M-V/def2-TZVPD",
  "lumo_ev": 1.99,
  "gap_ev": 5.8,
  "charge": -1,
  "largest_force_ev_per_a": 0.807,
  "elements": ["Cs", "C", "C", "C", "P", "C", "C", "C", "C", "C", "C", "C", "C", "C", "N", "C", "C", "C", "C", "C", "C", "P", "C", "C", "C", "C", "C", "C", "H", "H", "H", "H", "H", "H", "H", "H", "H", "H", "H", "H", "H", "H", "H", "H", "H", "H", "H", "H", "H", "H", "H", "H", "H", "H", "H", "H", "H", "H", "H", "H", "H", "H", "H", "H", "C", "C", "C", "O", "P", "S", "S", "O", "C", "C", "C", "H", "H", "H", "H", "H", "H", "H", "H", "H", "H", "H", "H", "H", "H"],
  "coordinates": [[0.2344, 1.2443, -0.5160], [2.1883, -4.4865, -0.7236], [1.6580, -3.1804, -0.1228], [0.4722, -2.7004, -0.9468], [1.5016, -3.4731, 1.7243], [1.9737, -1.8646, 2.5585], [3.2391, -1.2691, 1.9361], [0.9039, -0.8086, 2.7255], [-0.2437, -3.7991, 2.2069], [-0.3021, -4.9428, 3.0129], [-1.4759, -5.4582, 3.5311], [-2.6641, -4.8099, 3.2237], [-2.6510, -3.6838, 2.4349], [-1.4648, -3.1238, 1.8940], [-1.5601, -1.9519, 1.1915], [-2.4976, -1.8254, 0.2254], [-2.9511, -2.9358, -0.5463], [-3.7200, -2.7979, -1.6757], [-4.1046, -1.5380, -2.1286], [-3.7342, -0.4432, -1.3687], [-2.9999, -0.5521, -0.1871], [-2.9690, 1.0425, 0.7031], [-4.7407, 1.2139, 1.3139], [-5.5677, 2.0791, 0.3648], [-5.4700, -0.0943, 1.6026], [-2.0578, 0.8635, 2.3102], [-2.6898, 0.0388, 3.4259], [-1.7257, 2.2697, 2.8205], [2.3631, -4.3675, -1.7952], [1.4574, -5.2894, -0.5928], [3.1151, -4.8061, -0.2465], [2.4581, -2.4339, -0.2001], [-0.3127, -3.4601, -0.9624], [0.7785, -2.5208, -1.9803], [0.0013, -1.8175, -0.5231], [2.2482, -2.2213, 3.5606], [3.0227, -0.7520, 0.9971], [3.9920, -2.0319, 1.7282], [3.6803, -0.5310, 2.6094], [0.4083, -0.6001, 1.7776], [1.3132, 0.1129, 3.1524], [0.0982, -1.1624, 3.3722], [0.6349, -5.4459, 3.2251], [-1.4620, -6.3457, 4.1509], [-3.6086, -5.1768, 3.6114], [-3.5859, -3.1838, 2.2088], [-2.6366, -3.9265, -0.2434], [-3.9996, -3.6872, -2.2306], [-4.6781, -1.4147, -3.0379], [-4.0422, 0.5486, -1.6940], [-4.6290, 1.7684, 2.2537], [-5.7150, 1.5778, -0.5942], [-5.0829, 3.0371, 0.1694], [-6.5575, 2.2699, 0.7893], [-5.6390, -0.6468, 0.6774], [-6.4427, 0.1062, 2.0600], [-4.9037, -0.7442, 2.2688], [-1.1313, 0.3606, 2.0447], [-3.6251, 0.4814, 3.7771], [-2.0116, 0.0039, 4.2834], [-2.8718, -0.9843, 3.1057], [-2.6282, 2.7978, 3.1452], [-1.2493, 2.8968, 2.0635], [-1.0617, 2.2136, 3.6874], [6.5060, 3.7050, -2.9642], [5.8911, 2.3415, -2.6902], [5.5384, 1.5923, -3.9637], [4.8108, 2.4919, -1.7397], [3.2609, 2.8094, -2.0263], [2.5087, 3.5508, -0.3491], [2.3596, 1.2158, -2.7868], [3.4257, 3.9575, -3.1676], [2.4383, 4.8914, -3.6310], [2.5249, 6.1929, -2.8500], [1.0319, 4.3217, -3.6718], [7.4368, 3.5968, -3.5230], [6.7206, 4.2072, -2.0209], [5.8184, 4.3216, -3.5405], [6.6139, 1.7327, -2.1393], [4.8267, 2.1452, -4.5716], [5.1144, 0.6168, -3.7369], [6.4557, 1.4549, -4.5408], [2.7621, 5.0792, -4.6614], [2.2199, 6.0434, -1.8167], [1.8777, 6.9397, -3.3130], [3.5484, 6.5692, -2.8583], [0.6535, 4.1546, -2.6651], [0.9971, 3.3806, -4.2221], [0.3806, 5.0500, -4.1593]]
}

***

# 2
{
  "formula": "C30H50FINO14P",
  "method": "wB97M-V/def2-TZVPD",
  "lumo_ev": -2.19,
  "gap_ev": 5.2,
  "largest_force_ev_per_a": 6.009,
  "elements": ["C", "C", "C", "C", "C", "C", "C", "C", "C", "C", "C", "C", "O", "O", "C", "O", "O", "C", "P", "O", "I", "C", "N", "C", "F", "C", "C", "H", "H", "H", "H", "H", "H", "H", "H", "H", "H", "H", "H", "H", "H", "H", "H", "H", "H", "H", "H", "H", "H", "H", "H", "H", "H", "C", "C", "O", "C", "O", "O", "C", "H", "H", "H", "H", "H", "H", "H", "H", "C", "C", "O", "C", "O", "O", "C", "H", "H", "H", "H", "H", "H", "H", "H", "C", "C", "O", "C", "O", "O", "C", "H", "H", "H", "H", "H", "H", "H", "H"],
  "coordinates": [[-1.1458, 3.8630, 3.3410], [-2.5423, 3.3141, 2.8436], [-3.0174, 4.2049, 1.6363], [-4.3329, 3.6674, 0.9241], [-4.0187, 3.2060, -0.5749], [-3.2232, 1.8471, -0.4676], [-3.0204, 1.1620, -1.8871], [-2.2743, -0.1861, -1.6709], [-3.1122, -1.3171, -1.2360], [-4.6455, -1.1469, -1.0601], [-2.5037, -2.6177, -0.9641], [-3.2673, -3.8592, -0.4623], [-4.0626, -3.7743, 0.4398], [-3.0318, -5.1155, -0.9851], [-2.9651, -6.0736, 0.1262], [-3.9448, -6.6927, 0.4984], [-1.8080, -6.2799, 0.6877], [-1.0493, -2.7503, -1.1449], [-0.1233, -4.4135, -0.8445], [0.8917, -4.5143, -2.2218], [1.3127, -4.2327, 1.1356], [-0.2896, -1.5670, -1.5771], [-0.8906, -0.3340, -1.8345], [-0.1723, 0.8835, -2.2868], [-0.1889, 1.8434, -1.2631], [1.3082, 0.6825, -2.7506], [2.3651, 0.6048, -1.5796], [-0.3834, 3.6397, 2.5374], [-0.8013, 3.3972, 4.2968], [-1.1567, 4.9851, 3.4256], [-3.2527, 3.3019, 3.7070], [-2.3853, 2.2488, 2.5086], [-3.1781, 5.2440, 2.0166], [-2.1863, 4.2310, 0.8774], [-5.1567, 4.4298, 0.9378], [-4.6406, 2.7369, 1.4671], [-4.9558, 3.1361, -1.1794], [-3.3049, 3.9849, -0.9727], [-3.7175, 1.1730, 0.2770], [-2.2096, 2.0918, -0.0406], [-2.5000, 1.8745, -2.5694], [-4.0349, 0.9828, -2.3417], [-5.1253, -1.9424, -0.4463], [-4.9372, -0.1553, -0.6288], [-5.0868, -1.1605, -2.1012], [1.8204, -4.3509, -1.9730], [0.8113, -1.7034, -1.6708], [-0.7396, 1.2489, -3.1868], [1.6356, 1.5419, -3.3979], [1.3627, -0.2266, -3.4087], [2.1668, -0.2145, -0.8424], [3.3697, 0.3969, -2.0367], [2.4306, 1.5541, -0.9878], [-2.0696, -8.9033, -0.6863], [-2.7450, -9.8327, 0.2963], [-3.0542, -11.1070, -0.3068], [-2.0286, -11.9422, -0.4516], [-0.8871, -11.7420, -0.1202], [-2.4803, -13.0536, -1.0616], [-1.4572, -13.9941, -1.3748], [-2.6723, -8.8006, -1.5935], [-1.9227, -7.9114, -0.2378], [-1.0948, -9.2901, -0.9941], [-3.6952, -9.3985, 0.6065], [-2.1437, -9.9724, 1.1972], [-0.8643, -14.2438, -0.4944], [-0.8185, -13.5995, -2.1668], [-1.9408, -14.9008, -1.7361], [1.1433, 11.2566, 2.1327], [0.3737, 10.4014, 3.1195], [-0.0137, 9.1505, 2.5346], [0.9573, 8.2381, 2.4320], [2.0990, 8.3685, 2.7903], [0.4445, 7.1532, 1.8333], [1.4059, 6.1340, 1.5639], [0.5727, 11.3848, 1.2103], [1.3561, 12.2385, 2.5582], [2.0907, 10.7898, 1.8592], [-0.5490, 10.9113, 3.3983], [0.9413, 10.2358, 4.0378], [1.9571, 5.8600, 2.4636], [2.0904, 6.4655, 0.7815], [0.8697, 5.2559, 1.2076], [9.1518, 2.5883, -1.3023], [7.6831, 2.9595, -1.3468], [6.8491, 1.7922, -1.3274], [6.7108, 1.2036, -0.1344], [7.2047, 1.5668, 0.9007], [5.9439, 0.1154, -0.2961], [5.7962, -0.6675, 0.8833], [9.3944, 1.8873, -2.1038], [9.7768, 3.4767, -1.4060], [9.4078, 2.0981, -0.3619], [7.4684, 3.4774, -2.2823], [7.4136, 3.6368, -0.5334], [5.4427, -0.0648, 1.7201], [6.7392, -1.1548, 1.1336], [5.0506, -1.4315, 0.6673]]
}

***

# 3
{
  "formula": "C30H51AlBBr2Cl4NNaO20S",
  "method": "wB97M-V/def2-TZVPD",
  "lumo_ev": -1.59,
  "gap_ev": 2.1,
  "charge": -1,
  "largest_force_ev_per_a": 3.601,
  "elements": ["C", "C", "O", "C", "C", "O", "C", "C", "O", "C", "C", "C", "N", "C", "C", "C", "C", "O", "O", "C", "C", "C", "C", "C", "O", "O", "C", "C", "C", "O", "O", "B", "C", "O", "H", "H", "H", "H", "H", "H", "H", "H", "H", "H", "H", "H", "H", "H", "H", "H", "H", "H", "H", "H", "H", "H", "H", "H", "H", "H", "H", "H", "H", "H", "H", "H", "H", "H", "H", "C", "O", "H", "H", "H", "H", "O", "H", "C", "C", "C", "O", "H", "H", "H", "H", "H", "H", "H", "Al", "Br", "Br", "O", "S", "O", "O", "O", "C", "C", "O", "C", "O", "O", "H", "H", "H", "H", "C", "Cl", "Cl", "Cl", "Cl", "Na"],
  "coordinates": [[-0.4831, -1.6934, -7.4487], [-1.0876, -2.6492, -6.3148], [-0.1286, -2.7523, -5.2326], [-0.3177, -4.0380, -4.6029], [0.2426, -4.1286, -3.1251], [0.4035, -2.8498, -2.4813], [1.5245, -2.8968, -1.5434], [1.5274, -1.6818, -0.5022], [2.6771, -0.8168, -0.6181], [2.8647, -0.1632, 0.6474], [1.5787, 0.7225, 0.9305], [0.9875, 1.5546, -0.1704], [-0.1783, 2.3333, -0.0003], [-0.6947, 3.1301, -1.1511], [0.4429, 3.6601, -2.1102], [1.5431, 4.5523, -1.3899], [2.6142, 5.0026, -2.4788], [2.2425, 5.3261, -3.6156], [3.9987, 5.1004, -2.1967], [4.7864, 4.1469, -2.9214], [5.6764, 4.7641, -4.0744], [-0.8420, 2.3431, 1.2510], [-2.1756, 3.1442, 1.5122], [-3.3519, 2.1441, 1.1887], [-3.1033, 1.2064, 0.4204], [-4.6269, 2.2414, 1.7198], [-0.3100, 1.5689, 2.4355], [0.9310, 0.7373, 2.2749], [1.4411, -0.0465, 3.5134], [2.5652, 0.1799, 3.9691], [0.6279, -0.9882, 4.1275], [1.6170, -1.8380, 4.8295], [2.3771, -2.8991, 3.8490], [1.9091, -1.7083, 6.2144], [-0.0041, -0.8187, -6.8973], [0.3409, -2.2687, -7.9580], [-1.2939, -1.3401, -8.1458], [-2.0906, -2.2690, -5.9319], [-1.3025, -3.6430, -6.8049], [0.2073, -4.8195, -5.2514], [-1.4185, -4.2964, -4.6378], [-0.4552, -4.8274, -2.5577], [1.2422, -4.6700, -3.1695], [2.5383, -2.9427, -2.2494], [1.4240, -3.8807, -0.9859], [1.5876, -2.1659, 0.5278], [0.5345, -1.1283, -0.5634], [3.0199, -0.9497, 1.4397], [3.7390, 0.5603, 0.5908], [1.5336, 1.4847, -1.1517], [-1.4160, 2.5119, -1.7760], [-1.2879, 4.0362, -0.8239], [0.9796, 2.8382, -2.6781], [-0.0611, 4.3360, -2.8711], [2.0987, 4.0047, -0.5665], [1.0802, 5.5252, -0.9453], [5.4706, 3.5908, -2.2031], [4.0612, 3.4022, -3.4386], [5.2795, 5.7451, -4.4525], [5.6778, 4.0356, -4.9412], [6.7625, 4.9065, -3.7865], [-2.2366, 4.1276, 0.9713], [-2.2570, 3.3823, 2.6235], [-5.0824, 1.4319, 1.3924], [-0.8278, 1.5729, 3.4375], [2.8234, -3.7686, 4.3954], [3.1675, -2.2705, 3.3233], [1.6535, -3.2088, 3.0237], [1.1233, -1.9005, 6.7706], [0.3773, -4.7418, 7.8815], [-0.1085, -3.4096, 8.0267], [1.1717, -4.9046, 8.6084], [-0.4317, -5.4525, 8.0650], [0.7751, -4.8839, 6.8744], [-0.8092, -3.2906, 7.3744], [0.4468, 7.0177, -0.9534], [1.1929, 6.7747, -1.5058], [-4.1474, -1.9722, -2.5839], [-4.2289, -3.4870, -2.8633], [-3.2696, -4.2295, -1.9096], [-3.8164, -3.7020, -4.1273], [-3.1405, -1.5787, -2.7360], [-4.8279, -1.4084, -3.2277], [-4.4293, -1.7563, -1.5432], [-5.2508, -3.7943, -2.5633], [-2.2304, -3.9139, -2.0389], [-3.3121, -5.3100, -2.0646], [-3.5396, -4.0402, -0.8636], [2.8061, 2.3540, -3.8679], [3.5808, -4.3208, 2.0001], [4.0099, -3.5192, -2.1921], [-0.8224, -4.8123, 0.0381], [-1.1811, -4.0181, 1.2389], [-1.0422, -2.5802, 0.9243], [-0.2687, -4.3655, 2.3473], [-2.5690, -4.3151, 1.6281], [-1.9436, 1.2100, 7.7068], [-0.8554, 2.1911, 8.0307], [-0.4999, 2.7022, 6.7498], [-1.5690, 2.5267, 5.9357], [-1.6631, 2.9956, 4.8376], [-2.5164, 1.7541, 6.5208], [-2.6878, 1.1339, 8.4990], [-1.5566, 0.2118, 7.4865], [-1.2070, 3.0165, 8.6555], [0.0008, 1.7214, 8.5139], [-2.6055, 5.4006, -4.3349], [-4.1815, 5.1040, -3.5741], [-2.8418, 6.3066, -5.8428], [-1.5412, 6.2846, -3.2326], [-1.7943, 3.8627, -4.6554], [-1.3625, -1.7935, -1.8770]]
}

***

# 4
{
  "formula": "C30H51As3ClGeN3O8SeTl",
  "method": "wB97M-V/def2-TZVPD",
  "de_lowest_kcal_mol": 13.9,
  "lumo_ev": 1.57,
  "gap_ev": 4.9,
  "charge": -1,
  "largest_force_ev_per_a": 4.853,
  "elements": ["Tl", "O", "C", "O", "C", "C", "C", "C", "C", "N", "C", "O", "O", "H", "H", "H", "H", "H", "C", "As", "C", "C", "C", "C", "C", "As", "C", "C", "C", "As", "C", "C", "H", "H", "H", "H", "H", "H", "H", "H", "H", "H", "H", "H", "H", "H", "H", "H", "H", "H", "H", "H", "H", "H", "H", "H", "H", "H", "H", "C", "N", "C", "Se", "N", "C", "C", "C", "C", "C", "C", "H", "H", "H", "H", "H", "H", "H", "H", "C", "Ge", "C", "C", "C", "H", "H", "H", "H", "H", "H", "H", "H", "H", "H", "H", "O", "Cl", "O", "O", "O"],
  "coordinates": [[-1.7531, -0.0352, 1.1245], [-0.5155, -4.9749, 1.1590], [-0.1421, -3.7082, 0.7899], [-0.1260, -2.7198, 1.5518], [0.2526, -3.5756, -0.6237], [0.5807, -4.8515, -1.2273], [1.1817, -4.8270, -2.4940], [1.1946, -3.5707, -3.1423], [0.5854, -2.4812, -2.5294], [0.2198, -2.4404, -1.2616], [0.3881, -1.2909, -3.4599], [-0.6663, -1.2567, -4.2704], [1.2007, -0.4073, -3.4723], [-0.7851, -5.0497, 2.0911], [0.4102, -5.7566, -0.6489], [1.6177, -5.7545, -2.8900], [1.6131, -3.4530, -4.1666], [-1.3772, -1.8725, -3.9524], [2.4715, 0.4489, 1.7014], [2.1492, 0.6605, -0.2782], [3.4733, -0.6405, -1.0748], [3.5252, 2.0708, -0.4697], [3.0945, 3.5573, -0.2243], [2.6323, 3.7249, 1.2502], [1.9292, 3.8544, -1.2026], [0.3382, 2.6138, -0.9995], [-0.4835, 2.4821, -2.7639], [-0.7484, 3.7755, 0.1926], [4.2506, 4.5350, -0.5249], [5.9497, 4.6251, 0.5190], [6.2734, 2.9442, 1.6030], [7.1738, 4.1015, -1.0050], [3.4475, 0.8049, 2.0548], [2.3751, -0.6374, 1.9207], [1.7097, 0.9362, 2.2787], [4.4172, -0.6488, -0.5169], [3.5364, -0.4577, -2.1821], [3.0123, -1.6074, -0.9428], [3.8409, 1.9022, -1.5453], [4.3158, 1.7479, 0.2087], [1.9259, 2.9325, 1.6061], [2.1707, 4.7486, 1.4602], [3.5056, 3.6984, 1.8823], [2.2003, 3.6945, -2.2368], [1.5387, 4.8890, -1.1252], [-0.3559, 3.4295, -3.3188], [-1.5518, 2.2740, -2.5584], [-0.0031, 1.6381, -3.3032], [-0.9027, 4.7742, -0.2591], [-0.2399, 3.8811, 1.1446], [-1.6583, 3.1655, 0.2658], [3.8725, 5.5457, -0.4482], [4.5752, 4.3878, -1.5620], [5.6590, 2.9905, 2.4815], [7.3627, 2.9235, 1.7793], [5.9824, 2.0579, 1.0316], [6.9337, 4.8103, -1.8323], [7.0056, 3.0702, -1.3415], [8.1969, 4.2391, -0.6867], [-4.8239, -5.0331, 0.3015], [-4.6086, -3.9109, -0.6718], [-4.4290, -2.5902, -0.3088], [-4.3581, -2.0511, 1.5186], [-4.1744, -1.8513, -1.4078], [-4.1548, -2.6912, -2.5307], [-3.8098, -2.4556, -3.8852], [-3.6564, -3.5783, -4.7087], [-3.8239, -4.8766, -4.2312], [-4.1326, -5.1447, -2.9170], [-4.3865, -4.0387, -2.0845], [-4.5225, -4.5847, 1.2647], [-4.1959, -5.8765, 0.0232], [-5.8678, -5.3302, 0.4801], [-3.9502, -0.8136, -1.3404], [-3.7003, -1.4109, -4.2361], [-3.4081, -3.4288, -5.7501], [-3.6478, -5.7195, -4.8998], [-4.3341, -6.1439, -2.5248], [-1.9605, 1.9777, 6.3023], [-1.7311, 0.7975, 4.7491], [-3.0902, -0.6185, 4.8128], [-0.0192, -0.1598, 4.9041], [-1.8198, 1.5022, 2.9390], [-2.1433, 1.3529, 7.1713], [-2.8387, 2.6506, 6.2114], [-1.0430, 2.5393, 6.4964], [-3.3160, -0.9174, 5.8666], [-2.6562, -1.4908, 4.3446], [-4.0040, -0.2600, 4.3139], [0.2645, -0.2488, 5.9387], [0.7504, 0.4499, 4.3862], [-0.0582, -1.1160, 4.4324], [-1.0930, 2.3147, 2.7999], [-2.8080, 1.9343, 2.6824], [-5.7089, 1.6525, -0.9208], [-4.2677, 1.8087, -0.8092], [-3.8265, 1.6495, 0.6097], [-3.8105, 3.0652, -1.3109], [-3.6164, 0.7281, -1.5671]]
}